A | This record from the Open Molecules 2025 dataset describes 2 unconnected molecules or ions with the total composition C7H14O. The level of theory is ωB97M-V with the def2-TZVPD basis set.

Geometry as XYZ:
```
22
Properties=species:S:1:pos:R:3:lowdin_charge:R:1
C 0.10851 2.38585 0.61427 -0.0851
C 0.36790 0.96221 0.13727 -0.3852
C 1.52229 0.88431 -0.82533 -0.0953
C -1.00401 0.37509 -0.60657 -0.2293
O -2.07902 0.22835 0.28370 -0.0789
H -0.11816 3.03684 -0.22904 0.0820
H -0.72347 2.43474 1.31868 0.0678
H 0.98490 2.78124 1.12324 0.0787
H 0.54351 0.30931 0.99556 0.1199
H 1.32695 1.46571 -1.72799 0.0831
H 2.44601 1.21462 -0.35864 0.0769
H 1.68154 -0.18880 -1.10921 0.0438
H -1.22013 1.15880 -1.34488 0.1070
H -0.97114 -0.50999 -1.23636 0.0966
H -2.17339 1.04388 0.78365 0.0726
C 1.11664 -2.36463 -0.86310 0.0841
C 0.18734 -2.32871 -0.09104 -0.2099
C -0.77824 -2.54263 0.97278 -0.0992
H 1.85965 -2.57449 -1.58022 0.0310
H -0.90473 -3.61165 1.14025 0.0813
H -0.42911 -2.06686 1.89930 0.0883
H -1.74385 -2.09321 0.70367 0.0699
```

For the HOMO energy, the calculation gives -9.6 eV. Its total charge is 0. For the LUMO energy, the calculation gives 0.9496 eV.

=====

B | This record from the Open Molecules 2025 dataset describes C7H14O in the gas phase. The level of theory is ωB97M-V with the def2-TZVPD basis set.

Geometry as XYZ:
```
22
Properties=species:S:1:pos:R:3:lowdin_charge:R:1
C -2.81645 0.35136 -0.05649 -0.4282
O -2.44107 1.61426 -0.12499 -0.2084
C -1.73373 -0.85618 0.05483 -0.1452
C -0.68130 -0.51991 -0.96751 -0.1243
C 0.19362 0.68196 -0.42311 -0.1772
C 1.62350 -1.23102 -0.11278 0.0216
C 1.24741 0.04480 0.48262 -0.4532
C 2.49152 1.00185 0.81842 -0.0660
H -3.37366 0.11700 -1.02471 0.1102
H -3.51265 0.09414 0.85945 0.1344
H -0.60053 1.40613 -0.01342 0.1200
H -2.36999 -1.68823 -0.19346 0.1023
H -1.35279 -0.77991 1.11912 0.1216
H -1.14236 -0.51644 -1.97137 0.1407
H 0.31679 -1.22422 -0.96931 0.1127
H 0.64579 1.10459 -1.29459 0.1095
H 0.52796 0.01154 1.54793 0.1935
H 1.77182 -2.04059 0.53223 0.0545
H 2.72050 -1.18041 -0.55755 0.1248
H 2.08617 2.06026 0.91359 0.0942
H 3.24053 0.68548 1.55051 0.0589
H 3.15892 0.86354 -0.16943 0.1037
```

For the HOMO energy, the calculation gives -7.5 eV. Its total charge is 0. For the LUMO energy, the calculation gives -2.5441 eV.

=====

Which structure is the least stable? The one labeled B.

=====

A | This record from the Open Molecules 2025 dataset describes 2 unconnected molecules or ions with the total composition C7H14O. The level of theory is ωB97M-V with the def2-TZVPD basis set.

Geometry as XYZ:
```
22
Properties=species:S:1:pos:R:3:lowdin_charge:R:1
C 2.72816 -0.19848 0.72736 -0.0245
C 1.67823 -0.95733 0.42556 -0.1791
C 0.69128 -0.99762 -0.81646 -0.1078
C -0.36880 -0.05554 -0.22339 -0.4023
C -0.85509 -0.35318 0.98909 -0.0070
C -0.55717 1.22479 -0.91627 -0.1625
C -0.34757 2.37676 0.23175 -0.0824
H 3.35756 -0.37237 1.56360 0.0307
H 2.96613 0.76411 0.21793 0.0658
H 1.45172 -1.78568 1.12770 0.1035
H 1.11084 -0.42155 -1.65522 0.1000
H 0.22412 -1.99159 -0.98722 0.1045
H -0.85674 -1.38246 1.30071 0.0547
H -1.25683 0.54525 1.64711 0.1007
H 0.16357 1.37658 -1.70189 0.0879
H -1.54619 1.42632 -1.28512 0.0972
H -0.09600 1.94944 1.32319 0.0958
H 0.41549 3.09509 -0.01141 0.0445
H -1.30926 2.82140 0.42522 0.0433
O -2.22318 -2.41187 -0.50397 -0.1064
H -3.03191 -1.86360 -0.42836 0.0512
H -2.33835 -2.78848 -1.44989 0.0918
```

For the HOMO energy, the calculation gives -8.1 eV. Its total charge is 0. For the LUMO energy, the calculation gives 0.6418 eV.

=====

B | This record from the Open Molecules 2025 dataset describes 2 unconnected molecules or ions with the total composition C7H14O. The level of theory is ωB97M-V with the def2-TZVPD basis set.

Geometry as XYZ:
```
22
Properties=species:S:1:pos:R:3:lowdin_charge:R:1
C -1.13561 0.66879 3.29853 -0.1089
C -0.36742 0.33723 2.05043 -0.1670
C -0.53267 0.99341 0.90570 -0.1245
C 0.25083 0.56186 -0.27775 -0.1354
C 1.57519 0.48190 -0.31674 -0.1169
C 2.34500 -0.21120 -1.42232 -0.2607
C 2.07079 0.26080 -2.85433 -0.1106
H -0.46866 1.12644 4.03402 0.0707
H -1.63241 -0.17916 3.78781 0.0713
H -1.93523 1.37008 3.07862 0.0661
H 0.26357 -0.54871 2.03889 0.1057
H -1.17257 1.86805 0.80503 0.1070
H -0.32707 0.24188 -1.13993 0.1021
H 2.17819 0.81987 0.52429 0.1075
H 3.40445 -0.24038 -1.19050 0.0949
H 2.08972 -1.27700 -1.39177 0.1020
H 2.68497 1.14033 -3.08455 0.0689
H 2.42839 -0.49292 -3.55738 0.0677
H 1.05154 0.60894 -3.00957 0.0617
O -3.52889 -2.39746 -0.91565 -0.0599
H -2.99088 -2.86634 -0.27097 0.0312
H -2.99047 -2.25385 -1.69695 0.0272
```

For the HOMO energy, the calculation gives -8.9 eV. Its total charge is 0. For the LUMO energy, the calculation gives 0.7424 eV.

=====

C | This record from the Open Molecules 2025 dataset describes C7H14O in the gas phase. The level of theory is ωB97M-V with the def2-TZVPD basis set.

Geometry as XYZ:
```
22
Properties=species:S:1:pos:R:3:lowdin_charge:R:1
C 1.28879 -1.13328 0.41223 0.0372
O -0.80065 1.24384 -1.06778 -0.0217
C 1.05555 -0.34470 -0.76080 -0.3220
C 0.37277 -1.18398 -1.84077 -0.0597
C -0.01028 0.81735 -0.18202 -0.6942
C 0.83086 1.97464 0.43418 -0.0317
C -0.78001 0.14317 1.05581 -0.1007
C -2.21425 -0.29776 0.88552 -0.0665
H 1.02547 -2.17431 0.28233 0.0943
H 0.04914 2.57909 0.89774 0.0810
H 2.20643 -1.07612 0.95864 0.0903
H 1.83938 0.27412 -1.15466 0.1372
H -0.64895 -1.43059 -1.57159 0.0757
H 0.98959 -2.04326 -2.05608 0.0742
H 0.23629 -0.59059 -2.74323 0.0843
H 1.19215 2.57757 -0.38406 0.0817
H 1.53561 1.67374 1.20259 0.0785
H 0.15333 -0.69415 1.29760 0.1272
H -0.66924 0.81627 1.90624 0.1015
H -2.31569 -0.73523 -0.09586 0.0645
H -2.84071 0.58273 0.83361 0.0857
H -2.49559 -0.97855 1.69037 0.0830
```

For the HOMO energy, the calculation gives -8.2 eV. Its total charge is 0. For the LUMO energy, the calculation gives -1.2555 eV.

=====

Which structure is the least stable? The one labeled C.

=====

A | This record from the Open Molecules 2025 dataset describes 6 unconnected molecules or ions with the total composition H12O6. The level of theory is ωB97M-V with the def2-TZVPD basis set.

Geometry as XYZ:
```
18
Properties=species:S:1:pos:R:3:lowdin_charge:R:1
O -1.32323 1.07032 -0.82152 -0.0938
H -0.57107 1.32672 -1.40946 0.0118
H -2.09943 1.60598 -1.11586 0.0958
O 0.22636 0.93129 1.55793 -0.1001
H -0.47840 1.13838 0.88231 0.0373
H -0.17698 0.14055 2.02495 0.0354
O 1.81760 -0.30896 -0.19578 -0.0851
H 1.38416 0.12129 0.58606 0.0270
H 2.74402 -0.50150 0.02442 0.0859
O -0.65698 -1.54725 -0.46656 -0.0740
H -1.06734 -0.69810 -0.66041 -0.0012
H 0.30828 -1.34812 -0.35096 0.0348
O 0.89561 1.34701 -2.17282 -0.0434
H 1.45302 0.84134 -1.53665 0.0320
H 0.85287 0.75776 -2.91657 0.0581
O -0.90769 -1.51515 2.18946 -0.0859
H -0.95879 -1.67186 1.20555 0.0133
H -1.80371 -1.53050 2.54093 0.0519
```

For the HOMO energy, the calculation gives -11.1 eV. Its total charge is 0. For the LUMO energy, the calculation gives 0.4811 eV.

=====

B | This record from the Open Molecules 2025 dataset describes 6 unconnected molecules or ions with the total composition H12O6. The level of theory is ωB97M-V with the def2-TZVPD basis set.

Geometry as XYZ:
```
18
Properties=species:S:1:pos:R:3:lowdin_charge:R:1
O 0.22716 -0.53650 -0.95360 -0.0978
H -0.61411 -0.16002 -1.23555 0.0514
H 0.84287 -0.28293 -1.65044 0.0517
O -0.81968 -1.40977 2.41398 -0.0466
H -1.62293 -1.33511 2.94143 0.0385
H -0.63150 -0.50391 2.14380 0.0077
O 0.94880 4.02117 0.21285 -0.0635
H 1.06389 3.93430 -0.74014 0.0306
H 1.50624 4.77116 0.44898 0.0353
O 3.24628 -1.96390 -0.95262 -0.0498
H 2.28612 -2.04569 -0.97218 0.0184
H 3.45614 -1.47215 -1.75458 0.0317
O 1.22490 -0.28069 0.54026 -0.1100
H 0.68274 0.31410 1.07062 0.0451
H 1.89708 0.29389 0.15683 0.0582
O -4.84311 -0.27645 -1.01175 -0.0604
H -4.17272 -0.55602 -1.64532 0.0291
H -4.56868 0.61152 -0.75644 0.0303
```

For the HOMO energy, the calculation gives -8.3 eV. Its total charge is 0. For the LUMO energy, the calculation gives -0.0161 eV.

=====

Which structure is the least stable? The one labeled B.